{
  "formula": "C6H7NOS",
  "method": "ωB97M-V with the def2-TZVPD basis set",
  "largest_force_ev_per_a": 4.04,
  "relative_energy_kcal_mol": 113.1,
  "gap_ev": 9.23,
  "homo_energy_ha": -0.3215,
  "symbols": ["C", "C", "C", "C", "C", "C", "N", "O", "S", "H", "H", "H", "H", "H", "H", "H"],
  "xyz": [[1.8143, -1.0307, -0.0782], [0.9067, -0.3637, 0.4659], [-1.0869, 0.1194, 1.7435], [-2.0083, -0.5855, 1.1945], [0.0582, 0.5058, 0.9145], [-0.8405, 0.9822, -1.8668], [-1.5921, 0.8224, -0.8683], [-1.0218, -1.4791, -1.2661], [-2.1550, -0.8235, -0.6632], [2.7027, -1.1018, 0.4051], [-1.0685, 0.0398, 2.7847], [-2.8062, -1.1063, 1.7075], [0.4370, 1.4439, 0.7196], [-0.5603, 0.1235, -2.4806], [-0.3274, 1.9338, -2.0255], [1.9724, -1.6087, -0.9855]],
  "nbo_charge": [-0.4955, 0.1580, -0.1556, -0.3886, -0.3524, -0.0408, -0.6212, -0.9636, 1.3688, 0.2104, 0.2192, 0.2151, 0.2400, 0.1874, 0.1820, 0.2368]
}